ORCA calculation (ωB97M-V with the def2-TZVPD basis set) on a cluster of 13 separate species, C38H102O37S13 in total at a distorted geometry.

Cartesian coordinates (Å):
O: 6.526 -2.853 -1.465
S: 5.937 -1.548 -1.214
O: 6.569 -0.707 -0.243
O: 5.673 -0.735 -2.644
C: 5.304 0.581 -2.569
C: 5.132 1.093 -4.006
C: 4.157 -1.833 -0.677
H: 6.141 1.177 -2.207
H: 4.401 0.724 -1.976
H: 4.974 2.170 -4.046
H: 4.241 0.637 -4.439
H: 6.028 0.925 -4.604
H: 4.182 -2.607 0.090
H: 3.581 -2.104 -1.562
H: 3.753 -0.905 -0.274
O: 1.226 -3.133 0.954
S: 1.626 -4.418 0.478
O: 3.054 -4.665 0.251
O: 0.869 -5.581 1.357
C: 1.559 -5.962 2.473
C: 0.624 -7.083 3.078
C: 0.883 -4.820 -1.197
H: 1.667 -5.183 3.228
H: 2.536 -6.370 2.215
H: -0.358 -6.629 3.211
H: 1.141 -7.534 3.924
H: 0.418 -7.919 2.410
H: 1.099 -5.873 -1.376
H: 1.297 -4.072 -1.874
H: -0.193 -4.659 -1.131
O: -5.591 2.985 4.768
S: -4.340 2.475 5.414
O: -4.431 1.772 6.694
O: -3.541 1.358 4.424
C: -3.883 1.321 3.067
C: -3.351 2.449 2.222
C: -2.917 3.692 5.601
H: -4.937 1.268 2.793
H: -3.511 0.422 2.574
H: -3.748 3.422 2.511
H: -3.793 2.198 1.257
H: -2.271 2.528 2.340
H: -2.636 4.135 4.645
H: -2.124 3.111 6.071
H: -3.245 4.514 6.237
O: -4.607 -1.618 -6.817
S: -3.284 -1.176 -6.283
O: -3.002 0.268 -6.182
O: -3.063 -1.912 -4.798
C: -3.579 -3.204 -4.508
C: -3.057 -3.628 -3.092
C: -1.827 -1.983 -7.094
H: -3.296 -4.023 -5.169
H: -4.669 -3.190 -4.494
H: -2.009 -3.921 -3.047
H: -3.656 -4.469 -2.742
H: -3.141 -2.845 -2.338
H: -1.736 -1.688 -8.139
H: -2.013 -3.053 -7.006
H: -0.951 -1.653 -6.536
O: -2.416 6.660 -3.282
S: -2.736 5.275 -2.808
O: -4.174 4.926 -2.555
O: -2.106 4.090 -3.859
C: -2.326 2.752 -3.622
C: -1.182 1.877 -4.138
C: -1.759 4.926 -1.287
H: -3.283 2.457 -4.052
H: -2.424 2.593 -2.548
H: -1.216 0.859 -3.751
H: -0.196 2.318 -3.989
H: -1.270 1.785 -5.221
H: -1.130 4.038 -1.347
H: -2.387 4.811 -0.403
H: -1.156 5.834 -1.260
O: 4.619 -1.801 3.694
S: 4.047 -1.824 5.035
O: 4.612 -0.912 6.032
O: 2.373 -1.559 5.003
C: 1.811 -1.663 3.720
C: 0.380 -2.045 3.826
C: 4.103 -3.540 5.722
H: 2.395 -2.285 3.043
H: 1.844 -0.662 3.290
H: 0.182 -3.099 4.023
H: -0.054 -1.921 2.834
H: -0.053 -1.401 4.591
H: 3.442 -4.026 5.004
H: 3.598 -3.563 6.688
H: 5.110 -3.954 5.672
O: 1.085 5.814 1.901
S: -0.271 5.614 2.481
O: -1.446 6.040 1.682
O: -0.406 4.046 2.997
C: 0.801 3.398 3.392
C: 0.466 1.986 3.999
C: -0.258 6.430 4.096
H: 1.426 3.959 4.087
H: 1.513 3.277 2.575
H: -0.070 1.355 3.289
H: -0.263 2.001 4.810
H: 1.385 1.532 4.368
H: -0.647 7.443 3.996
H: 0.747 6.327 4.504
H: -1.013 5.886 4.664
O: -2.211 -4.882 0.049
S: -2.665 -3.938 1.089
O: -2.350 -2.530 1.138
O: -4.354 -3.990 1.159
C: -4.930 -5.191 0.682
C: -5.776 -5.722 1.703
C: -2.156 -4.624 2.734
H: -4.174 -5.953 0.488
H: -5.529 -5.005 -0.210
H: -6.641 -5.087 1.889
H: -5.305 -5.756 2.686
H: -6.210 -6.695 1.475
H: -2.265 -5.708 2.775
H: -2.862 -4.183 3.437
H: -1.098 -4.469 2.948
O: 3.376 0.916 1.918
S: 4.340 1.745 2.668
O: 4.455 3.165 2.281
O: 3.879 1.649 4.293
C: 4.540 2.431 5.286
C: 3.710 2.444 6.573
C: 6.127 1.028 2.790
H: 4.782 3.417 4.889
H: 5.532 2.011 5.457
H: 2.674 2.626 6.287
H: 4.073 3.138 7.331
H: 3.630 1.510 7.128
H: 6.173 0.260 3.562
H: 6.776 1.806 3.193
H: 6.436 0.473 1.904
O: -6.359 0.681 0.396
S: -6.734 -0.351 -0.619
O: -7.845 -1.275 -0.346
O: -7.095 0.461 -2.012
C: -7.463 -0.300 -3.205
C: -6.535 0.284 -4.315
C: -5.222 -1.333 -1.129
H: -8.539 -0.278 -3.376
H: -7.231 -1.334 -2.948
H: -6.645 -0.361 -5.188
H: -5.468 0.287 -4.094
H: -6.819 1.322 -4.487
H: -5.513 -2.058 -1.888
H: -4.631 -1.695 -0.287
H: -4.561 -0.592 -1.580
O: 3.260 6.895 -3.551
S: 1.907 6.919 -2.959
O: 0.836 7.235 -3.896
O: 1.646 5.455 -2.201
C: 2.645 4.711 -1.529
C: 2.170 3.271 -1.511
C: 1.863 8.018 -1.487
H: 2.693 5.072 -0.502
H: 3.593 4.847 -2.049
H: 2.982 2.564 -1.342
H: 1.734 3.118 -2.498
H: 1.493 3.333 -0.659
H: 0.881 8.238 -1.068
H: 2.325 8.955 -1.800
H: 2.524 7.546 -0.759
O: 0.954 -2.516 -4.017
S: 1.946 -1.391 -3.889
O: 2.083 -0.787 -2.601
O: 3.438 -1.832 -4.421
C: 3.810 -3.173 -4.346
C: 5.306 -3.178 -4.772
C: 1.472 -0.143 -5.155
H: 3.118 -3.729 -4.979
H: 3.714 -3.566 -3.334
H: 5.347 -2.785 -5.788
H: 5.634 -4.202 -4.947
H: 6.001 -2.608 -4.155
H: 0.384 -0.119 -5.219
H: 1.849 -0.463 -6.126
H: 2.021 0.774 -4.940
C: 0.756 0.253 0.520
S: -1.052 0.278 0.327
O: -1.397 1.657 -0.262
C: -1.113 -0.743 -1.201
H: 1.254 0.774 -0.297
H: 1.241 -0.723 0.490
H: 0.948 0.813 1.435
H: -2.117 -0.743 -1.624
H: -0.655 -1.702 -0.956
H: -0.345 -0.384 -1.886

The value obtained for the HOMO-LUMO gap (alpha / beta) is 9.427 / 4.841 eV. The HOMO energy (alpha / beta) is -12.23 / -12.22 eV. Its total charge is +1. The molar mass is 1568.07 g/mol. The value obtained for the total energy is -9468.6589 hartree. The spin multiplicity is 2.